# 1
C3H3NS | wB97M-V/def2-TZVPD

Output
Calculated total energy in eV: -15481.9006
Orbital gap in Eh: 0.327
Relative energy (zero: lowest compared OMol25 entry of this formula, charge and spin) in kJ/mol: 179.12

CARTESIAN COORDINATES (ANGSTROEM)
N -0.073 1.125 0.246
C -0.617 -1.082 -0.352
C -0.979 0.160 -0.130
S 1.718 -0.792 -0.162
H -2.139 0.252 0.094
H 2.008 1.563 0.487
C 1.186 0.743 0.353
H -1.105 -1.968 -0.535


# 2
C40H30F16O7S | wB97M-V/def2-TZVPD

Output
Calculated total energy in eV: -110614.2131
Orbital gap in Eh: 0.293

CARTESIAN COORDINATES (ANGSTROEM)
O 36.361 -6.603 8.519
C 32.192 -12.434 9.322
C 42.538 -17.104 4.971
C 36.048 -5.239 8.228
F 29.755 -11.570 5.490
H 36.567 -10.945 4.495
H 42.929 -17.982 6.886
C 26.092 -12.697 10.351
C 35.269 -7.385 8.827
C 39.940 -15.773 10.471
C 29.351 -9.300 6.335
F 34.754 -9.536 9.681
C 40.742 -15.519 4.865
O 29.610 -12.852 8.139
C 28.593 -13.052 11.561
C 37.116 -4.296 8.804
H 37.636 -13.311 10.764
F 25.562 -9.711 5.971
H 38.982 -15.060 12.203
H 36.210 -9.361 8.375
C 34.423 -11.045 6.398
O 41.849 -17.375 9.106
C 26.187 -12.886 11.732
C 30.245 -10.562 6.237
C 41.164 -16.596 8.473
H 43.375 -17.653 4.562
C 36.508 -11.953 4.903
C 31.144 -12.945 11.422
C 25.313 -9.545 8.300
C 37.104 -4.295 10.331
F 38.375 -4.617 8.392
H 35.967 -12.571 4.183
H 25.711 -10.571 8.295
C 35.799 -8.773 9.201
F 36.688 -8.686 10.224
F 36.836 -3.055 8.309
H 40.109 -14.908 4.236
C 28.477 -12.976 10.184
C 39.045 -14.952 11.129
F 29.033 -8.786 5.147
O 30.007 -13.639 13.372
F 30.162 -8.440 7.008
C 33.403 -12.300 9.962
C 41.340 -16.515 6.988
H 25.299 -12.818 12.344
C 27.429 -13.094 12.332
C 38.537 -13.917 8.998
C 39.425 -14.796 8.335
H 25.071 -12.646 9.991
H 37.975 -13.191 8.426
C 42.338 -17.263 6.338
F 25.666 -8.805 9.366
H 32.051 -12.318 8.254
C 40.576 -15.622 6.252
C 31.012 -12.728 10.033
O 38.960 -13.851 6.235
H 36.224 -5.177 7.149
H 34.243 -12.200 9.288
H 37.493 -12.423 4.920
F 23.962 -9.689 8.311
C 38.358 -14.017 10.369
H 30.400 -10.895 7.268
C 32.354 -12.739 12.061
F 34.478 -7.489 7.755
C 29.916 -13.283 12.223
H 41.850 -16.294 3.158
C 33.510 -12.523 11.324
C 28.115 -9.649 7.144
O 36.780 -11.446 7.593
H 34.395 -12.459 11.945
C 29.711 -12.930 9.346
H 27.660 -10.501 6.627
H 35.042 -4.916 8.478
H 34.714 -10.046 6.060
H 33.747 -11.538 5.706
O 27.171 -8.598 7.081
F 34.624 -6.864 9.875
C 25.837 -8.902 7.018
F 25.234 -7.723 6.791
C 40.175 -15.691 9.097
F 35.855 -4.022 10.785
H 40.557 -16.513 10.968
H 34.068 -10.824 7.406
H 27.406 -13.078 13.413
H 28.370 -9.986 8.149
H 37.418 -5.275 10.703
C 41.708 -16.256 4.231
H 32.360 -12.908 13.130
S 35.864 -12.097 6.606
F 37.969 -3.381 10.832
F 31.482 -10.246 5.751
H 27.196 -12.771 8.497
C 27.236 -12.778 9.578
C 39.568 -14.680 6.858


# 3
C4H14O4 | wB97M-V/def2-TZVPD

Output
Calculated total energy in eV: -12564.1545
Structure (SMILES): C/C=C/CO.O.O.O
Orbital gap in Eh: 0.358
Relative energy (zero: lowest compared OMol25 entry of this formula, charge and spin) in kJ/mol: 84.30

CARTESIAN COORDINATES (ANGSTROEM)
O 0.523 -0.032 2.922
H 0.253 -3.233 -0.708
H -0.877 -0.371 -2.073
H -0.171 -0.691 3.009
C -0.087 -2.199 -0.570
C 0.200 -0.373 -2.179
H -1.143 -2.131 -0.826
H 1.263 1.485 -2.545
H -0.035 0.769 2.954
H -1.228 2.364 -1.065
O -1.176 1.777 -0.295
C 0.947 0.575 -3.055
O -0.887 2.307 2.584
C 0.768 -1.312 -1.407
H -1.494 2.268 1.839
H -0.268 1.868 0.013
H 0.513 0.746 -4.043
H 0.513 -1.177 1.030
O 0.077 -2.002 0.841
H 1.842 -1.419 -1.409
H -0.182 2.925 2.341
H 1.870 0.071 -3.378


# 4
C4H9NO | wB97M-V/def2-TZVPD

Output
Calculated total energy in eV: -7829.9871
Structure (SMILES): OCCN1CC1
Orbital gap in Eh: 0.392
Relative energy (zero: lowest compared OMol25 entry of this formula, charge and spin) in kJ/mol: 225.08

CARTESIAN COORDINATES (ANGSTROEM)
C -1.776 -0.278 0.702
O -2.411 0.199 -0.457
H 1.670 -1.435 -1.389
C 1.529 0.723 -0.800
H -0.366 1.324 0.944
C -0.339 0.242 0.770
H 1.923 1.366 -0.011
H -1.781 -1.380 0.740
C 1.549 -0.740 -0.561
H 0.211 -0.227 1.601
H -2.347 0.084 1.565
N 0.302 0.001 -0.523
H -1.749 0.082 -1.158
H 1.621 1.122 -1.808
H 1.965 -1.085 0.386


Look up the orbital gap of the second one.
0.293 Eh